Computed, not measured: a cluster of 2 separate species, C14H19 in total at a distorted geometry, with ωB97M-V/def2-TZVPD.

Results
net charge: +1

Cartesian coordinates (Å):
1 C -3.1631 -0.9430 2.1274
2 C -2.0503 -2.0244 2.1427
3 C -1.0320 -0.9136 1.9991
4 C 0.2924 -0.8796 1.8148
5 C -2.0844 0.1707 2.0968
6 H -3.7754 -0.9708 1.2260
7 H -3.7755 -0.9342 3.0270
8 H -1.9969 -2.5681 3.0908
9 H -2.0979 -2.7326 1.3119
10 H 0.8082 0.0800 1.8031
11 H 0.8735 -1.8025 1.8241
12 H -2.1468 0.8429 1.2367
13 H -2.0456 0.7528 3.0226
14 C 2.8294 -0.6275 -0.1272
15 C 1.6062 -0.5709 -0.9583
16 C 1.0650 -1.8515 -1.4741
17 C 1.0342 0.6684 -1.3161
18 C -0.0763 0.7590 -2.2224
19 C -0.5563 1.9907 -2.6501
20 C -0.0231 3.1812 -2.1377
21 C 1.0225 3.1256 -1.2085
22 C 1.5407 1.9061 -0.7971
23 H 3.5658 0.1384 -0.3989
24 H 2.5916 -0.4980 0.9339
25 H 3.3047 -1.6090 -0.2305
26 H 0.6326 -1.7712 -2.4751
27 H 1.8659 -2.5977 -1.5169
28 H 0.2910 -2.2441 -0.8031
29 H -0.5297 -0.1619 -2.6049
30 H -1.3595 2.0175 -3.3917
31 H -0.4160 4.1432 -2.4693
32 H 1.4443 4.0460 -0.8008
33 H 2.3607 1.8781 -0.0741



Computed, not measured: a cluster of 2 separate species, C14H19BrFN2O in total, with ωB97M-V/def2-TZVPD.

Results
net charge: +1

Cartesian coordinates (Å):
1 C 2.7120 1.9665 0.1428
2 C 2.6417 2.4401 -1.3218
3 C 1.4479 3.2993 -1.7099
4 F 1.6475 4.5877 -1.1969
5 C 0.0417 2.9933 -1.1794
6 C -1.0570 3.8365 -1.8362
7 C -2.3356 3.1038 -1.3871
8 C -1.8451 1.7025 -1.4258
9 N -0.5615 1.6253 -1.3676
10 C 0.2017 0.3713 -1.3858
11 C -0.6372 -0.7680 -1.9463
12 O -1.1646 -0.7086 -3.0046
13 Br -0.7864 -2.2739 -0.7975
14 H 1.8942 2.3529 0.7543
15 H 3.6361 2.3119 0.6077
16 H 2.7300 0.8760 0.2146
17 H 3.5059 3.0786 -1.5316
18 H 2.7351 1.6107 -2.0292
19 H 1.3941 3.3990 -2.8009
20 H 0.0289 3.2131 -0.1048
21 H -0.9858 4.9000 -1.6221
22 H -0.9777 3.6833 -2.9193
23 H -3.1847 3.2234 -2.0610
24 H -2.6333 3.3518 -0.3583
25 H -2.4886 0.8346 -1.5264
26 H 0.5709 0.1556 -0.3832
27 H 1.0606 0.4903 -2.0488
28 N -1.5817 -5.9193 2.1030
29 C -1.5748 -6.1735 3.4085
30 C -0.8206 -5.4538 4.3255
31 C -0.0303 -4.4162 3.8618
32 C -0.0266 -4.1414 2.5026
33 C -0.8167 -4.9217 1.6727
34 H -2.2030 -6.9942 3.7348
35 H -0.8539 -5.7064 5.3760
36 H 0.5755 -3.8359 4.5455
37 H 0.5832 -3.3460 2.0941
38 H -0.8422 -4.7485 0.6006



Computed, not measured: a cluster of 8 separate species, C14H19Cl22FO7S2 in total at a distorted geometry, with ωB97M-V/def2-TZVPD.

Results
SMILES string: CCCCO[C@]1(S(C)(=O)=O)OS(=O)(=O)O[C@]1(F)Cl.ClC(Cl)Cl.ClC(Cl)Cl.ClC(Cl)Cl.ClC(Cl)Cl.ClC(Cl)Cl.ClC(Cl)Cl.ClC(Cl)Cl
net charge: 0

Cartesian coordinates (Å):
1 C 2.4099 1.6849 2.9552
2 C 2.4381 1.7888 1.4241
3 C 1.2363 2.5137 0.7757
4 C 0.3227 1.6155 -0.0968
5 O -1.0285 1.4284 0.4194
6 C -1.1947 0.4662 1.3673
7 S -2.0074 1.3471 2.8150
8 C -3.2540 2.4329 2.1169
9 O -2.6649 0.3914 3.6811
10 O -1.0125 2.1407 3.5033
11 O -0.0671 -0.1439 1.8822
12 S 0.0068 -1.7558 1.7116
13 O 0.8248 -2.1099 0.6010
14 O 0.3916 -2.3005 2.9645
15 O -1.5695 -1.9239 1.3928
16 C -2.0879 -0.7167 0.8746
17 F -3.3688 -0.6694 1.2520
18 Cl -2.1033 -0.8611 -0.9082
19 H 3.4214 1.4334 3.2898
20 H 1.7606 0.8988 3.3352
21 H 2.1177 2.6198 3.4337
22 H 3.3285 2.3773 1.1801
23 H 2.6153 0.8037 0.9850
24 H 1.6334 3.2961 0.1357
25 H 0.5862 3.0126 1.4942
26 H 0.8014 0.6719 -0.3628
27 H 0.1692 2.1428 -1.0388
28 H -3.5460 3.0938 2.9300
29 H -4.0830 1.8182 1.7740
30 H -2.8263 3.0283 1.3123
31 C -3.5232 -4.4547 -1.7247
32 Cl -3.1273 -6.0144 -2.4474
33 Cl -3.5316 -3.1765 -2.9402
34 Cl -5.0540 -4.5234 -0.8609
35 H -2.7505 -4.2105 -1.0061
36 C -0.7714 -0.1503 -5.1284
37 Cl 0.7019 -1.1153 -5.2094
38 Cl -1.9603 -0.9169 -4.0750
39 Cl -0.4201 1.4902 -4.5678
40 H -1.1907 -0.0835 -6.1236
41 C 0.7424 -4.8476 -2.8660
42 Cl -0.2130 -3.5983 -2.0686
43 Cl 2.3814 -4.2684 -3.1760
44 Cl 0.7706 -6.3254 -1.9031
45 H 0.2774 -5.0719 -3.8172
46 C 4.5129 -2.3080 0.0809
47 Cl 6.1613 -2.3977 -0.5446
48 Cl 4.5116 -1.9057 1.7986
49 Cl 3.5589 -1.1372 -0.8282
50 H 4.0521 -3.2800 -0.0385
51 C -3.5562 -4.0938 2.8781
52 Cl -5.2024 -4.6069 3.2529
53 Cl -2.5253 -4.1838 4.3030
54 Cl -2.8892 -5.0654 1.5604
55 H -3.5905 -3.0619 2.5516
56 C 1.9498 6.3197 1.8574
57 Cl 3.3613 6.0459 2.8768
58 Cl 2.2065 5.6347 0.2469
59 Cl 0.5007 5.6498 2.6106
60 H 1.8109 7.3869 1.7488
61 C 1.8695 3.4449 -4.7420
62 Cl 3.5423 3.4261 -5.2971
63 Cl 1.7837 3.8798 -3.0308
64 Cl 0.8951 4.5472 -5.7146
65 H 1.4656 2.4473 -4.8558



Computed, not measured: the molecule C14H19ClN2O3, with ωB97M-V/def2-TZVPD.

Results
SMILES string: CC(C)OCCCNC(=O)NC(=O)c1ccc(Cl)cc1
net charge: 0

Cartesian coordinates (Å):
1 C 4.3967 4.5055 -1.1621
2 H 4.5198 4.5014 -0.0827
3 H 5.3812 4.5313 -1.6205
4 H 3.8404 5.3914 -1.4550
5 C 3.6603 3.2429 -1.6063
6 C 3.5136 3.2198 -3.1304
7 H 2.8536 2.4201 -3.4547
8 H 4.4896 3.0765 -3.5870
9 H 3.0988 4.1643 -3.4727
10 O 4.4118 2.1468 -1.1097
11 C 3.7275 0.9447 -0.8615
12 C 3.7115 -0.0222 -2.0538
13 H 3.0349 0.3410 -2.8289
14 C 3.2788 -1.4254 -1.6291
15 N 1.9324 -1.4314 -1.1063
16 C 1.6745 -1.6146 0.1924
17 O 2.4680 -1.9232 1.0514
18 N 0.3123 -1.4458 0.5606
19 C -0.7322 -0.9905 -0.1879
20 O -0.6423 -0.7268 -1.3743
21 C -2.0186 -0.8497 0.5483
22 C -2.0896 -0.5338 1.9031
23 C -3.3166 -0.3959 2.5239
24 C -4.4808 -0.5809 1.7914
25 C -4.4275 -0.8825 0.4380
26 C -3.1980 -1.0056 -0.1773
27 H -3.1310 -1.2285 -1.2312
28 H -5.3393 -1.0138 -0.1227
29 Cl -6.0096 -0.4218 2.5717
30 H -3.3743 -0.1434 3.5709
31 H -1.1929 -0.3580 2.4792
32 H 0.1488 -1.6726 1.5325
33 H 1.1691 -1.1153 -1.6983
34 H 3.3257 -2.1025 -2.4878
35 H 3.9311 -1.8040 -0.8391
36 H 4.7173 -0.0692 -2.4723
37 H 4.2650 0.4686 -0.0341
38 H 2.6995 1.1506 -0.5296
39 H 2.6568 3.2283 -1.1477



Computed, not measured: a structure of composition C14H19ClN2O3Yb at a distorted geometry, with ωB97M-V/def2-TZVPD.

Results
net charge: +2

Cartesian coordinates (Å):
1 C 2.2127 -2.9534 2.4249
2 C 2.5643 -2.0265 1.2423
3 C 2.1369 -2.5911 -0.0968
4 N 0.6662 -2.6661 -0.2347
5 C 0.0669 -1.6294 -0.8810
6 C -0.9736 -0.8927 -0.4375
7 C -1.6578 -1.0117 0.8777
8 C -1.1704 0.1053 1.8243
9 O -2.2631 0.9311 2.2550
10 C -1.4780 0.1730 -1.2922
11 O -2.6585 0.4817 -1.4057
12 C -0.4384 0.9402 -2.0197
13 C -0.6689 2.3801 -2.1074
14 C -0.2828 3.0434 -0.7796
15 C -1.3906 3.7948 -0.0926
16 N 0.8254 3.0016 -0.1982
17 C 0.5855 0.2385 -2.4890
18 Cl 1.8754 0.9459 -3.3688
19 C 0.6059 -1.2552 -2.2368
20 O 0.9849 -2.0360 -3.0723
21 H 1.4338 -2.5172 3.0390
22 H 3.0893 -3.1015 3.0363
23 H 1.8818 -3.9213 2.0719
24 H 3.6442 -1.9543 1.2153
25 H 2.2019 -1.0155 1.4116
26 H 2.6074 -2.0204 -0.8878
27 H 2.5213 -3.6005 -0.1574
28 H 0.2756 -2.8030 0.6861
29 H -2.7219 -0.8529 0.7679
30 H -1.5478 -1.9792 1.3495
31 H -0.6828 -0.3003 2.7020
32 H -0.4928 0.7664 1.2977
33 H -2.4081 0.7688 3.1864
34 H -0.1615 2.8803 -2.9223
35 H -1.7663 2.5098 -2.1981
36 H -1.1000 4.8121 0.1245
37 H -2.2080 3.7890 -0.8381
38 H -1.6934 3.2859 0.8154
39 H 1.5089 2.4644 -0.7362
40 Yb -3.9238 3.8160 -1.8757



Computed, not measured: the molecule C14H19F4IO7S3 at a distorted geometry, with ωB97M-V/def2-TZVPD.

Results
net charge: 0

Cartesian coordinates (Å):
1 C 4.1211 -0.4390 2.1770
2 C 3.9729 1.1187 1.9819
3 S 2.2302 1.6575 2.2895
4 C 1.3438 0.6721 1.0194
5 C -0.1323 1.1376 0.7900
6 C -0.3864 1.4232 -0.7585
7 S 0.3590 3.0290 -1.1393
8 O -0.1418 3.4844 -2.4038
9 O 1.7914 3.0338 -1.1299
10 F -0.2438 4.0474 -0.0292
11 C 0.0126 0.2251 -1.6788
12 C 0.7552 0.5556 -2.9982
13 C 1.5436 -0.7013 -3.5429
14 O 0.7947 -1.9249 -3.4627
15 C 1.3702 -2.8301 -2.5996
16 O 1.2527 -3.9881 -2.7320
17 O -1.2239 -0.4293 -2.0728
18 S -2.0000 -1.2265 -0.8318
19 O -1.9374 -2.6197 -1.1955
20 O -1.1017 -1.1436 0.5776
21 C -1.2175 0.0844 1.3010
22 I -0.5661 -0.3993 3.3529
23 C -2.6478 0.6857 1.4416
24 C -3.6731 -0.1195 2.3036
25 C -3.8236 -1.6011 1.9509
26 F -3.1378 -2.5802 2.5878
27 C -4.6649 -1.9956 1.0001
28 F -4.5060 -3.2176 0.4929
29 F -5.6329 -1.2353 0.5078
30 H 3.8018 -1.0018 1.2736
31 H 3.4840 -0.7647 3.0295
32 H 5.1689 -0.7351 2.3936
33 H 4.6958 1.6918 2.5865
34 H 4.1316 1.2949 0.8908
35 H 1.8900 0.8697 0.0605
36 H 1.4470 -0.4275 1.1724
37 H -0.2931 2.0596 1.3921
38 H -1.4898 1.5670 -0.8338
39 H 0.6051 -0.5692 -1.1673
40 H 0.0143 0.8097 -3.7911
41 H 1.5161 1.3564 -2.9348
42 H 1.8885 -0.5615 -4.5845
43 H 2.4517 -0.7720 -2.8909
44 H 2.0120 -2.4793 -1.7459
45 H -3.1275 0.9612 0.4720
46 H -2.5158 1.6644 1.9654
47 H -4.6711 0.3425 2.1137
48 H -3.5201 -0.0092 3.3991



Lowest unoccupied orbital energy readings, ordered: -0.216; -0.166; 0.004; 0.003; -0.372; -0.010 Ha
M readings, ordered: 187.31; 330.22; 1162.40; 298.77; 471.81; 598.40 g mol⁻¹
Kohn-Sham gap readings, ordered: 6.44; 7.17; 10.81; 9.57; 3.48; 8.62 eV